[1]
40
Properties=species:S:1:pos:R:3:forces:R:3:lowdin_charge:R:1 method="wB97M-V/def2-TZVPD" homo_energy_ev=-6.3 homo_lumo_gap_ev=6.47 lumo_energy_ev=0.22
C 0.5656 1.6699 -4.7555 0.020 0.004 -0.019 -0.083
C -0.8807 -2.9622 2.6094 -0.013 0.011 -0.023 -0.966
C -0.5718 1.4271 -3.9619 0.012 -0.005 0.034 -0.029
C 0.7393 1.8143 -1.9780 0.045 0.018 -0.031 -0.171
H 1.9460 2.1126 1.0411 -0.003 -0.008 0.004 0.113
H -2.9112 2.7954 2.9978 0.011 0.009 -0.001 0.068
H 3.9458 2.6655 -2.7077 0.003 0.001 0.000 0.117
C -0.5164 1.5093 -2.5908 -0.031 0.002 -0.029 -0.260
H 4.0003 2.7279 -0.2191 0.003 0.003 -0.003 0.103
C 1.3625 -2.5227 3.5020 0.017 0.022 0.008 -0.113
H -0.5465 -5.4242 1.1962 0.000 -0.008 -0.009 0.085
H -1.7571 1.9302 -0.9936 0.006 0.012 -0.019 0.027
C 1.7610 2.0127 -4.1933 -0.004 -0.002 -0.031 -0.054
C 1.8650 2.0932 -2.7851 -0.037 -0.006 0.054 -0.156
S -1.5870 -1.7597 3.5451 -0.003 0.014 -0.005 0.554
H 2.3653 -2.8877 3.2898 -0.002 -0.007 0.005 0.086
H -1.5142 1.1913 -4.4421 -0.007 0.000 0.011 0.109
H -2.4708 1.1422 -2.2919 0.000 0.001 -0.001 0.100
H 0.8011 -3.9494 2.0476 0.004 0.019 -0.023 0.114
C 1.9329 2.1277 -0.0444 -0.036 -0.003 0.009 -0.137
H 1.1300 -2.6825 4.5544 -0.003 0.002 -0.003 0.079
C 3.0652 2.4342 -2.1204 -0.023 -0.005 0.033 -0.011
H -1.8930 -4.9889 0.1569 -0.004 0.011 -0.002 0.089
H -2.5779 -3.4018 1.6798 0.000 -0.014 0.017 0.110
C 3.0994 2.4663 -0.7568 0.050 0.017 -0.056 -0.050
N -1.6212 -3.7007 1.7532 0.019 0.009 -0.021 -0.069
C -2.4435 1.8276 2.8007 -0.035 -0.019 -0.020 -0.131
N 0.8024 1.8109 -0.6202 -0.018 -0.007 0.031 0.050
H 2.6306 2.2212 -4.8032 0.001 0.000 -0.002 0.108
H 1.3166 -1.4517 3.3061 0.007 -0.003 -0.006 0.064
C -2.0248 1.6923 1.3526 0.011 0.046 0.004 -0.533
H -3.1406 1.0170 3.0311 0.004 -0.005 0.016 0.054
N 0.4325 -3.2349 2.6497 -0.021 -0.042 0.024 -0.053
N -1.6138 1.2678 -1.7733 -0.003 0.014 0.025 0.056
C -1.0742 -4.5808 0.7430 0.002 -0.005 0.032 -0.090
Tl -0.7979 -0.2406 0.5085 -0.012 -0.042 0.004 0.687
H -0.3984 -4.0482 0.0672 0.003 -0.001 0.000 0.079
H 0.4733 1.6000 -5.8318 0.011 0.001 0.000 0.104
O -2.3141 2.6057 0.5845 0.013 -0.036 -0.007 -0.113
H -1.5796 1.6733 3.4520 0.009 0.002 -0.002 0.061

[2]
45
Properties=species:S:1:pos:R:3:forces:R:3:nbo_charge:R:1 method="wB97M-V/def2-TZVPD" spin_multiplicity=2 homo_energy_ev="-14.2 / -14.5" charge=+2 homo_lumo_gap_ev="8.03 / 6.41" lumo_energy_ev="-6.16 / -8.09"
C -3.1207 0.7346 0.3713 0.045 -0.019 -0.018 -0.090
C 0.1738 -0.3549 2.7750 0.010 0.005 -0.033 0.025
C 2.6644 -2.8644 -1.4657 0.003 0.004 0.028 -0.682
O -0.2259 -1.2601 1.7553 0.025 0.045 0.021 -0.341
Tc -0.5728 0.1168 -1.0837 -0.284 0.404 0.129 0.635
H 1.1253 2.3874 0.6997 -0.004 0.000 -0.003 0.262
N 0.7876 -1.2979 -1.5781 0.393 -0.150 -0.077 -0.153
C 1.7108 -1.3847 0.4531 0.027 -0.049 0.232 0.160
H -2.5769 2.4694 1.5177 -0.004 0.003 -0.005 0.242
H 2.1607 -3.8310 -1.5477 -0.008 0.012 0.020 0.260
N 0.5516 -0.5346 0.7235 0.036 -0.085 0.054 -0.200
H -3.0406 -1.0702 -0.4908 0.031 0.015 0.064 0.522
C 0.0665 3.2199 -1.3873 0.024 -0.163 0.140 0.406
H -3.4796 1.2669 -0.5105 0.010 0.002 -0.012 0.208
O -1.5951 1.4019 -2.2858 0.042 -0.020 0.018 -0.828
S -0.0955 1.8645 -2.6038 0.039 -0.014 -0.086 0.774
C 0.2903 1.9560 1.2571 -0.010 -0.060 -0.014 -0.298
H -2.0048 3.2123 -0.8032 -0.027 -0.022 -0.004 0.266
H -1.6002 -1.6576 -4.6073 -0.017 0.005 -0.011 0.425
H -2.5153 -0.4730 -3.7448 -0.012 0.020 -0.027 0.439
O 1.9972 0.6721 2.3517 -0.005 0.010 -0.013 -0.468
H -0.8933 3.9724 0.3619 -0.005 0.014 0.003 0.249
H -0.5831 -0.1876 3.5347 -0.004 0.001 -0.002 0.237
H 2.9982 -2.5554 -2.4572 0.000 -0.008 0.009 0.252
H -3.9640 0.4676 1.0065 -0.013 -0.007 -0.007 0.232
C 2.4136 -1.6635 2.8017 0.007 0.018 0.109 -0.103
O -2.4270 -0.4788 -0.0358 -0.017 -0.008 -0.016 -0.695
C 0.7534 0.6357 1.7839 -0.030 0.005 -0.017 0.483
C 1.7514 -1.8374 -0.8810 -0.139 0.015 -0.197 0.234
C 2.4707 -1.9874 1.4912 -0.066 0.044 -0.178 -0.208
H 3.5515 -3.0001 -0.8552 0.017 0.003 -0.012 0.265
H -1.8336 0.9586 2.0354 0.019 0.001 0.014 0.224
C -1.0264 3.1432 -0.3345 -0.021 0.023 -0.007 -0.343
C -0.8592 -1.0427 -2.8005 0.029 -0.094 0.044 0.401
H 2.9601 -2.2446 3.5319 -0.010 0.007 -0.013 0.253
H 0.7140 -2.4459 -3.3630 0.016 -0.017 -0.011 0.427
C 1.6707 -0.4629 3.2418 -0.008 -0.037 -0.036 0.013
H 1.8484 -0.1855 4.2766 -0.002 0.002 0.009 0.245
H 0.0781 2.6239 2.0973 0.001 0.000 0.014 0.246
N 0.3060 -1.7188 -2.7860 -0.127 0.019 -0.049 -0.419
N -1.7245 -1.0990 -3.7728 0.019 -0.064 -0.064 -0.715
H 3.1139 -2.8054 1.1958 0.007 0.011 0.001 0.250
O 0.9916 3.9593 -1.4008 0.026 0.076 -0.065 -0.427
C -2.1222 1.5411 1.1646 0.034 -0.012 -0.032 -0.252
N -0.8889 1.8398 0.3682 -0.049 0.062 0.101 -0.410

[3]
39
Properties=species:S:1:pos:R:3:forces:R:3:nbo_charge:R:1 method="wB97M-V/def2-TZVPD" homo_energy_ev=-8.5 smiles="COc1ccc(C(=O)CCC(C)(C)[N+](=O)[O-])cc1OC" homo_lumo_gap_ev=8.81 lumo_energy_ev=0.36
H -0.6785 -0.0908 2.0420 0.096 -0.088 0.103 0.224
C 3.0138 -0.1259 -0.2383 -0.185 0.697 0.114 0.068
H 1.2525 -0.8055 0.7832 0.148 -0.028 0.037 0.240
O -2.7309 -1.3050 1.6302 0.238 0.211 -0.072 -0.508
H 2.8889 0.2791 -2.3540 0.054 0.000 -0.055 0.222
H -3.9919 -2.6943 2.2981 -0.018 0.039 -0.068 0.190
C 2.2581 0.3643 -1.4705 -0.075 -0.102 -0.002 -0.632
H 4.0592 1.7228 0.0614 -0.101 0.103 0.026 0.225
C -3.9317 -2.0210 1.4431 -0.396 -0.321 0.054 -0.240
H 4.9697 0.5272 -0.8588 0.015 0.031 -0.010 0.235
O 2.4469 -2.3051 -0.7595 -0.339 -0.428 -0.127 -0.391
H -3.9155 -2.6054 0.5214 -0.015 0.040 0.089 0.184
H -5.6705 -0.7607 -2.0299 0.049 0.077 -0.047 0.203
H -4.8009 -1.3603 1.4395 0.064 -0.071 0.005 0.182
C 1.6990 1.1454 1.5974 0.208 0.063 -0.146 -0.511
H 1.9821 1.4065 -1.3525 0.056 0.105 -0.007 0.234
N 3.3679 -1.5585 -0.5247 -0.006 -0.099 -0.003 0.537
C 0.7384 1.9206 0.7162 0.325 0.104 0.377 0.590
O 4.5282 -1.8831 -0.4963 0.590 -0.310 -0.004 -0.374
H -4.1602 -0.2910 -2.8469 -0.019 0.024 0.038 0.181
H -2.8584 1.4322 -2.0787 -0.080 -0.006 -0.079 0.223
C -2.3169 -0.3489 0.7560 0.050 0.070 -0.028 0.320
H 1.2046 0.9642 2.5537 0.019 -0.015 0.058 0.236
H -5.0877 0.9175 -1.9095 0.029 -0.038 -0.010 0.180
H 2.5680 1.7769 1.7860 -0.121 0.059 0.048 0.233
C 4.2921 0.6651 -0.0195 -0.027 -0.116 -0.028 -0.629
O 1.0197 3.0299 0.3119 -0.024 -0.076 -0.057 -0.551
C -1.1986 1.6881 -0.7877 0.203 -0.036 0.180 -0.158
C -2.9611 0.0703 -0.4283 -0.016 -0.077 0.104 0.244
C -2.3798 1.0916 -1.1751 -0.129 -0.062 -0.034 -0.290
H 1.3574 -0.2257 -1.6252 -0.024 0.004 -0.012 0.237
C -1.1178 0.2517 1.1192 -0.130 0.109 -0.203 -0.225
O -4.1279 -0.5419 -0.7857 0.353 -0.013 0.354 -0.504
C -0.5376 1.2652 0.3624 -0.638 0.022 -0.371 -0.193
H 4.8031 0.3408 0.8839 0.056 0.009 0.053 0.224
H 2.7001 -0.7300 1.7968 -0.031 -0.039 -0.056 0.221
H -0.7681 2.4811 -1.3789 0.042 0.077 -0.046 0.233
C 2.1330 -0.2055 1.0215 -0.101 0.009 0.044 -0.405
C -4.7835 -0.1324 -1.9616 -0.121 0.071 -0.218 -0.252

[4]
54
Properties=species:S:1:pos:R:3:forces:R:3:lowdin_charge:R:1 method="wB97M-V/def2-TZVPD" homo_energy_ev=-10.9 charge=+1 homo_lumo_gap_ev=4.36 lumo_energy_ev=-6.51
H -2.1749 -1.5329 -2.0027 -0.036 -0.492 -0.225 0.012
C 3.3631 0.5645 -2.6741 0.765 0.462 0.311 -0.751
H 3.3088 -0.5239 -2.6486 0.115 0.250 -0.112 -0.023
H -0.1786 -2.9532 -1.8325 -0.283 0.473 -0.278 0.001
C 1.9454 -2.9458 -1.7848 0.651 -0.113 -0.910 -0.644
H -3.1837 -2.6813 -3.0691 0.595 -0.453 0.676 0.046
C 4.2950 1.0650 -1.5518 -0.609 -0.622 -0.799 -0.654
H 3.6586 1.0578 -0.6669 0.598 -0.264 0.294 0.030
O 1.7916 1.5756 0.4710 -2.860 0.421 -0.225 0.150
H 1.4322 -3.6386 1.4896 -0.114 -0.314 0.190 -0.011
H -4.9251 -0.7037 -3.0762 0.206 -0.311 -0.349 0.049
C 0.9353 -4.2641 2.2311 0.348 -0.384 0.807 -0.740
H -1.0322 -4.4548 3.1789 -0.016 -0.231 -0.421 0.063
Ba -6.3220 4.8272 0.7159 1.225 -1.218 -0.128 1.994
H 1.0275 -5.3358 2.0548 0.100 0.303 -0.394 0.037
O -2.6059 1.9507 -0.5656 -3.210 2.037 1.033 0.257
O -0.4951 2.1483 0.5130 -0.035 0.759 0.172 0.177
O -4.6421 2.6616 2.2401 -0.456 0.315 -0.668 0.036
C 0.5953 1.3437 0.5141 0.573 0.447 1.184 -0.340
C -3.8355 -0.7089 -3.1041 0.735 0.278 1.303 -0.652
H 0.8749 3.0083 3.9394 -0.042 -0.045 0.177 0.053
C 0.6334 -2.7651 -2.5349 0.017 -0.853 0.803 -0.668
H 0.5456 -3.4551 -3.3741 0.139 -0.043 0.243 0.060
C -0.5088 -3.8748 2.4188 0.562 0.208 -0.018 -0.616
H 2.1860 3.2300 2.8325 0.350 0.246 0.176 0.052
Br 0.5502 -1.0159 -3.3662 -0.384 -0.035 0.227 0.721
Br 2.1087 -4.7672 -0.9926 -0.055 0.896 -0.687 0.653
H -0.5477 -2.8292 2.7244 -0.370 0.058 -0.560 0.050
C 1.1430 5.0322 3.4219 0.913 0.685 0.132 -0.624
O -4.3903 3.4384 -0.6718 0.822 -1.111 2.070 -0.138
O -2.6665 1.5852 1.7645 -1.786 0.755 0.159 0.265
Br 5.7724 -0.2173 -1.4376 -0.153 0.427 0.337 0.610
Br 2.7331 6.2539 3.1379 -1.355 -0.288 -0.069 0.539
C 1.7049 3.6745 3.7037 -0.591 -0.772 -0.323 -0.759
O -1.3207 -0.0307 0.4147 0.065 1.275 1.183 0.169
C -3.1544 -1.8703 -2.3414 -0.906 -0.029 -1.075 -0.667
H 2.1910 -2.2143 -1.0149 -0.557 -0.162 0.153 0.050
H -3.4620 0.1393 -2.5303 -0.313 0.640 -0.684 0.030
H 4.7082 2.0657 -1.6773 -0.038 -0.235 -0.236 0.058
C -3.7782 2.2481 1.4950 2.708 0.143 -0.887 -0.364
Br -4.1051 -2.4772 -0.7129 -0.014 0.627 -0.812 0.567
C 0.0214 -0.0237 0.7704 0.433 -2.428 -1.430 -0.328
H 2.7192 -2.8444 -2.5458 0.335 -0.382 0.257 0.048
Br 1.9980 -4.0510 3.9097 -0.519 0.152 -0.409 0.572
O 0.7129 -0.9768 1.0349 -1.583 0.943 -0.069 0.168
Br 2.8799 3.6286 5.2341 -0.075 -0.159 -0.036 0.630
Br -3.1617 -0.5915 -4.9716 -0.448 -0.061 1.109 0.596
Br -1.3061 -4.1856 0.6140 0.025 0.236 1.092 0.606
Br 4.0115 1.0405 -4.4918 -0.488 -0.158 0.843 0.571
B -1.8170 1.3834 0.5498 3.462 -1.522 -0.479 -0.773
H 0.5334 5.3819 4.2551 0.425 0.318 0.062 0.057
H 2.3567 0.9355 -2.4798 0.164 0.320 -0.540 0.005
C -3.6364 2.6408 -0.0424 0.577 -0.952 -1.990 -0.283
H 0.5131 5.0526 2.5326 0.386 -0.039 -0.177 0.052

Across the entries above, molar mass takes the values 495.783; 467.403; 281.308; 1263.486 g mol⁻¹, respectively.
Across the entries above, ΔE to the lowest compared entry with this formula, charge and spin takes the values 0.000; 0.000; 4.536; 2.587 eV, respectively.
Across the entries above, calculated total energy takes the values -38362.747; -45527.867; -26550.629; -733014.888 eV, respectively.